1.
This record from the Open Molecules 2025 dataset describes a molecular structure, C42H43FIN3O4PmSSi. The level of theory is ωB97M-V/def2-TZVPD.

Its net charge is -1. The gap between HOMO and LUMO (alpha / beta) is 6.95 / 6.97 eV. As for the expectation value of S²: 6.0042. Its highest occupied orbital energy (alpha / beta) is -4.90 / -4.91 eV. As for the multiplicity: 5.

Positions of all 97 atoms, in Å:
Pm (-1.03371, -1.38577, -0.60108)
C (1.74853, 2.89663, 3.49167)
C (1.01175, 1.65544, 3.97902)
C (1.03982, 1.53142, 5.49040)
O (-0.33059, 1.69180, 3.53060)
C (-0.55818, 0.64878, 2.58200)
C (0.86909, 0.16180, 2.23684)
O (1.58617, 0.49455, 3.42659)
C (1.08626, -1.34914, 1.89004)
O (0.77845, -1.55918, 0.55818)
C (2.57405, -1.72127, 2.07640)
C (3.58864, -0.80898, 1.80023)
C (4.92378, -1.17885, 1.87422)
C (5.27534, -2.47788, 2.21509)
C (4.27328, -3.40562, 2.46142)
C (2.93879, -3.02815, 2.38992)
C (0.22481, -2.20216, 2.83965)
C (-0.76677, -3.02516, 2.32561)
C (-1.59134, -3.76582, 3.16430)
C (-1.42464, -3.69685, 4.53739)
C (-0.41574, -2.89624, 5.06319)
C (0.40751, -2.16223, 4.22388)
C (-1.45802, 1.17781, 1.43676)
O (-1.82328, 0.10780, 0.63703)
C (-2.76836, 1.76095, 1.99855)
C (-3.25135, 1.46414, 3.26803)
C (-4.50705, 1.90057, 3.67481)
C (-5.30631, 2.63898, 2.81608)
C (-4.83862, 2.93077, 1.54052)
C (-3.58656, 2.49340, 1.13955)
C (-0.68277, 2.25255, 0.65817)
C (-0.68338, 3.59157, 1.04113)
C (0.02098, 4.53845, 0.30908)
C (0.74270, 4.16144, -0.81652)
C (0.77413, 2.82554, -1.19065)
C (0.07207, 1.88717, -0.45061)
H (1.24895, 3.79220, 3.86514)
H (1.74698, 2.92763, 2.40106)
H (2.77878, 2.87443, 3.85204)
H (0.60579, 2.42531, 5.93976)
H (2.06984, 1.41587, 5.83138)
H (0.45900, 0.65969, 5.79385)
H (-1.10952, -0.16475, 3.05648)
H (1.26790, 0.73022, 1.39333)
H (3.34122, 0.20633, 1.51777)
H (5.69565, -0.44669, 1.66767)
H (6.31808, -2.76410, 2.28547)
H (4.53032, -4.42816, 2.71383)
H (2.16589, -3.76394, 2.57651)
H (-0.87833, -3.10156, 1.25543)
H (-2.36085, -4.39364, 2.73140)
H (-2.06756, -4.26814, 5.19639)
H (-0.26968, -2.84479, 6.13642)
H (1.19904, -1.54912, 4.63312)
H (-2.64766, 0.89608, 3.96296)
H (-4.86035, 1.65805, 4.67058)
H (-6.28590, 2.97618, 3.13323)
H (-5.45653, 3.49813, 0.85416)
H (-3.24058, 2.70743, 0.13501)
H (-1.24387, 3.89229, 1.91726)
H (0.00115, 5.57784, 0.61636)
H (1.27527, 4.90474, -1.39813)
H (1.33971, 2.50692, -2.05969)
H (0.13471, 0.84410, -0.71932)
C (1.54950, 2.70552, -5.93841)
Si (0.21527, 1.37500, -5.82814)
C (-1.42339, 2.25134, -5.64015)
C (0.19611, 0.43235, -7.46052)
C (0.81844, 0.16045, -4.51564)
C (2.09710, -0.34862, -4.68785)
C (2.67350, -1.21080, -3.75863)
C (1.92859, -1.52341, -2.64325)
N (0.68826, -1.08196, -2.45103)
C (0.10199, -0.26503, -3.36303)
S (-1.52050, 0.20718, -3.00281)
H (1.33470, 3.40964, -6.74851)
H (2.53783, 2.27442, -6.12018)
H (1.60119, 3.27332, -5.00470)
H (-1.54715, 2.96453, -6.46272)
H (-1.47508, 2.78947, -4.69208)
H (-2.25443, 1.54546, -5.65262)
H (-0.05641, 1.09723, -8.29288)
H (-0.54524, -0.37118, -7.43317)
H (1.16888, -0.02024, -7.67303)
H (2.67521, -0.06040, -5.56327)
H (3.67438, -1.60043, -3.88738)
H (2.33306, -2.14283, -1.84719)
I (-4.35446, -4.85157, -5.43022)
C (-2.80953, -4.30508, -4.16971)
C (-1.98875, -5.15468, -3.47170)
N (-1.13413, -4.35982, -2.80337)
N (-1.35819, -3.05665, -3.00274)
C (-2.37952, -3.00561, -3.84001)
H (-1.96248, -6.22983, -3.41744)
H (-0.44717, -4.63472, -2.12602)
H (-2.76410, -2.05517, -4.17108)
F (-2.24038, -3.12466, -0.47748)

---

2.
This record from the Open Molecules 2025 dataset describes a molecular structure, C42H44BeP2. The level of theory is ωB97M-V/def2-TZVPD.

Its net charge is 0. The gap between HOMO and LUMO is 5.37 eV. The relative energy (zero: lowest compared OMol25 entry of this formula, charge and spin) is 0.0 kcal per mole. Its highest occupied orbital energy is -5.26 eV.

Positions of all 89 atoms, in Å:
Be (0.52712, 0.33489, 2.12274)
C (-1.47074, -2.32927, -5.03083)
C (-0.22117, -1.85522, -4.95961)
C (0.40377, -0.65800, -5.62681)
C (-0.55035, 0.41376, -6.19871)
C (-1.45371, 1.02070, -5.15232)
C (-2.62360, 0.56561, -4.68818)
C (-3.40332, -0.66822, -5.06056)
C (-2.64565, -1.78720, -5.80884)
C (-0.03371, 1.58805, 3.73434)
H (-1.68997, -3.21009, -4.42706)
H (0.47011, -2.40807, -4.32215)
H (1.07093, -1.00448, -6.43183)
H (1.06346, -0.17682, -4.89123)
H (0.06932, 1.21085, -6.62640)
H (-1.12326, -0.00064, -7.03025)
H (-1.07749, 1.93897, -4.70098)
H (-3.10511, 1.16814, -3.91698)
H (-4.27875, -0.37137, -5.65942)
H (-3.81644, -1.09031, -4.13352)
H (-3.35458, -2.60574, -5.98120)
H (-2.34372, -1.43796, -6.79789)
H (-0.72193, 1.07835, 4.41542)
H (-0.51845, 2.50389, 3.37131)
H (0.86277, 1.88032, 4.29634)
P (1.10919, -0.98542, 0.37314)
P (-0.46273, 1.65189, 0.56089)
C (0.60055, -0.16339, -1.18322)
C (-0.06247, 0.99643, -1.10185)
C (2.86732, -1.36965, 0.06581)
C (3.39059, -1.52549, -1.22638)
C (4.74932, -1.77437, -1.40523)
C (5.59417, -1.87183, -0.29618)
C (5.07816, -1.72145, 0.99102)
C (3.71813, -1.47014, 1.17324)
C (0.27193, -2.60150, 0.23903)
C (-1.07654, -2.70860, 0.61067)
C (-1.70334, -3.95259, 0.63492)
C (-0.98855, -5.10409, 0.30001)
C (0.35678, -5.00557, -0.05810)
C (0.98628, -3.76212, -0.08871)
C (-0.01902, 3.41226, 0.43158)
C (1.30624, 3.82675, 0.62218)
C (1.62515, 5.18381, 0.63273)
C (0.62276, 6.13978, 0.46406)
C (-0.70160, 5.73381, 0.28727)
C (-1.02348, 4.37858, 0.27321)
C (-2.29162, 1.65406, 0.50882)
C (-2.97322, 1.58557, 1.73096)
C (-4.36621, 1.52284, 1.75403)
C (-5.08518, 1.53095, 0.55810)
C (-4.41055, 1.60359, -0.66327)
C (-3.01882, 1.66398, -0.68997)
H (0.82847, -0.62901, -2.14177)
H (-0.40245, 1.52843, -1.99032)
H (2.73208, -1.46527, -2.08906)
H (5.15044, -1.89501, -2.40780)
H (6.65303, -2.06957, -0.43817)
H (5.73269, -1.80380, 1.85411)
H (3.29594, -1.35577, 2.16844)
H (-1.63182, -1.81596, 0.88706)
H (-2.75004, -4.02286, 0.91817)
H (-1.47706, -6.07423, 0.32079)
H (0.91931, -5.89931, -0.31349)
H (2.03330, -3.69150, -0.36773)
H (2.08748, 3.08524, 0.76926)
H (2.65651, 5.49435, 0.77524)
H (0.87134, 7.19715, 0.47357)
H (-1.48645, 6.47460, 0.16307)
H (-2.05521, 4.06706, 0.13917)
H (-2.39441, 1.59062, 2.65221)
H (-4.88902, 1.47550, 2.70517)
H (-6.17066, 1.48701, 0.57575)
H (-4.97038, 1.61457, -1.59438)
H (-2.49569, 1.73137, -1.64009)
C (1.64446, -0.39404, 3.45622)
C (1.61416, -0.38674, 4.97366)
C (2.66047, 0.22818, 5.69137)
C (2.66122, 0.22690, 7.08672)
C (1.62087, -0.39102, 7.78294)
C (0.57970, -1.00796, 7.08166)
C (0.57324, -1.00662, 5.68054)
H (1.60359, -1.47599, 3.21414)
H (2.55439, 0.17733, 3.17881)
H (3.48137, 0.70969, 5.17325)
H (3.46901, 0.70445, 7.62655)
H (1.62661, -0.39336, 8.86485)
H (-0.22088, -1.49013, 7.62645)
H (-0.23436, -1.49255, 5.14952)